[1]
Molecular formula: C6H8O2Si
Method: DFT, the ωB97M-V functional and the def2-TZVPD basis

```
17
Properties=species:S:1:pos:R:3:nbo_charge:R:1
C -2.541 0.507 0.004 -0.1911
C -1.648 1.571 -0.320 -0.2412
C -2.104 -0.824 0.157 -0.2918
C -0.302 1.352 -0.226 -0.2710
C -0.677 -1.044 0.054 0.2387
C 0.189 0.075 -0.051 -0.2643
O -0.093 -2.287 0.177 -0.6836
O 3.412 0.607 0.629 -1.1198
Si 2.639 -0.434 -0.386 1.3505
H -3.533 0.632 0.090 0.2025
H -1.937 2.632 -0.407 0.2182
H -2.649 -1.714 0.361 0.2117
H 0.503 2.065 -0.354 0.2172
H -0.687 -2.810 -0.349 0.4751
H 3.163 0.702 1.586 0.5224
H 3.297 -1.785 -0.375 -0.1803
H 2.453 0.224 -1.720 -0.1933
```

## Properties
- calculated total energy (eV) = -18322.5022
- spin multiplicity = 1
- M (g mol⁻¹) = 140.21


[2]
Molecular formula: C6H8O3
Method: DFT, the ωB97M-V functional and the def2-TZVPD basis

```
17
Properties=species:S:1:pos:R:3:nbo_charge:R:1
O 0.569 3.553 0.868 -0.4968
C 0.525 2.565 0.185 0.4222
C 0.962 1.255 0.705 -0.3359
C -0.220 0.328 0.719 0.0601
O -0.591 -0.790 1.444 -0.4834
C -1.148 -1.515 0.327 -0.1142
C -0.307 -1.520 -1.039 -0.1192
O 0.440 -0.289 -1.415 -0.5066
C 0.903 0.072 -0.157 0.0321
H 0.346 2.581 -0.922 0.1253
H 1.943 1.129 1.256 0.2733
H -1.048 0.702 0.103 0.1845
H -1.252 -2.529 0.699 0.2130
H -2.096 -1.072 -0.012 0.1738
H 0.387 -2.383 -1.120 0.1881
H -1.043 -1.480 -1.913 0.2090
H 1.629 -0.608 0.273 0.1747
```

## Properties
- structure (SMILES) = O=CC1[C@@H]2OCCO[C@@H]12
- calculated total energy (eV) = -12489.2402
- spin multiplicity = 1
- M (g mol⁻¹) = 128.13


[3]
Molecular formula: C6H8O3
Method: DFT, the ωB97M-V functional and the def2-TZVPD basis

```
17
Properties=species:S:1:pos:R:3:nbo_charge:R:1
C 1.742 0.518 2.275 -0.2253
C 0.901 0.120 1.329 -0.1376
C 0.979 0.144 -0.179 -0.4854
C -0.268 -0.589 -0.536 0.0221
C -0.945 0.048 -1.791 -0.0675
O -2.104 -0.621 -2.111 -0.7051
O -1.243 -0.323 0.429 -0.5028
C -0.595 -0.028 1.696 0.7635
O -1.175 0.251 2.767 -0.5447
H 2.596 0.495 2.197 0.1352
H 1.126 0.256 3.397 0.2209
H 1.084 1.283 -0.841 0.2502
H 1.875 -0.519 -0.241 0.2518
H -0.520 -1.776 -0.890 0.2220
H -1.264 1.284 -1.713 0.1558
H -0.278 0.258 -2.722 0.1714
H -1.910 -0.799 -3.067 0.4756
```

## Properties
- structure (SMILES) = C=C1C[C@H](CO)OC1=O
- calculated total energy (eV) = -12488.1803
- spin multiplicity = 1
- M (g mol⁻¹) = 128.13